Density functional theory data (the ωB97M-V functional and the def2-TZVPD basis) for a structure of composition C36H34Cl3GeO5S4Zr.

Values from the calculation:
LUMO energy = 2.3 eV
Charge = -1
Kohn-Sham gap = 0.2313 hartree
Energy relative to the best compared isomer or geometry (same formula, charge and spin) = 0.0 kJ/mol
E_HOMO = -4.0 eV

Last column: Löwdin charge in e.
Element x y z (Å)
Zr: 2.036 -0.888 1.388  1.562
Ge: -2.205 1.794 -0.984  1.033
Cl: -1.417 -2.342 4.599  0.643
Cl: -1.494 -4.466 2.629  0.620
Cl: 0.492 -4.513 4.719  0.627
S: 4.941 1.854 4.693  0.940
S: 3.184 1.477 0.751  0.632
S: 4.468 3.625 2.409  0.936
S: 3.688 -0.530 3.374  0.584
O: 1.705 -2.514 3.055  -0.159
O: 5.674 4.390 4.630  -0.097
O: -0.005 -1.999 1.787  -0.097
O: 0.735 0.583 2.468  -0.111
O: 0.471 0.308 0.315  -0.167
C: 0.624 -2.223 -1.497  -0.018
C: -3.777 4.276 -1.102  -0.122
C: 1.913 -2.193 -0.738  -0.298
C: -1.623 0.635 -2.440  -0.283
C: -4.507 1.178 0.711  -0.103
C: -3.437 3.105 -1.779  -0.268
C: 4.481 -3.498 1.664  -0.042
C: -5.237 0.451 1.642  -0.096
C: 4.136 1.155 3.298  -1.135
C: 3.626 -2.765 0.678  -0.305
C: -0.535 0.970 -3.243  -0.114
C: 0.500 -2.606 2.755  -0.831
C: 5.374 -0.982 0.075  -0.053
C: 0.271 0.995 1.372  -0.703
C: 3.919 1.965 2.253  -1.120
C: -3.470 -1.173 1.749  -0.082
C: 4.026 -1.618 -0.044  -0.320
C: -0.760 2.786 -0.104  -0.238
C: -2.323 -0.537 -2.727  -0.111
C: -0.861 -1.002 -4.578  -0.102
C: -5.276 4.922 -2.865  -0.104
C: -0.154 0.160 -4.304  -0.095
C: -4.947 3.764 -3.556  -0.094
C: -4.036 2.866 -3.016  -0.098
C: -3.251 0.742 0.288  -0.260
C: -4.688 5.178 -1.635  -0.096
C: 2.956 -0.171 -1.950  -0.064
C: 2.324 -3.128 0.243  -0.294
C: -0.434 2.317 1.308  -0.155
C: -1.947 -1.351 -3.787  -0.094
C: -0.434 -3.467 3.647  -1.488
C: -2.745 -0.446 0.816  -0.091
C: 5.146 3.481 4.037  -1.046
C: -4.717 -0.726 2.164  -0.090
C: 2.964 -1.258 -0.920  -0.322
C: 1.589 -4.380 0.601  -0.032
H: -3.049 -2.081 2.158  0.049
H: 0.036 1.868 -3.034  0.103
H: -5.281 -1.291 2.896  0.099
H: 0.141 2.740 -0.720  0.070
H: -3.328 4.494 -0.138  0.098
H: 1.859 -5.185 -0.089  0.093
H: -1.765 -0.804 0.522  0.085
H: 5.647 -0.860 1.125  0.067
H: -3.162 -0.828 -2.104  0.101
H: 2.985 -0.605 -2.955  0.086
H: 3.908 -4.248 2.207  0.073
H: -6.210 0.805 1.962  0.096
H: 0.329 -1.222 -1.809  0.052
H: -2.496 -2.263 -3.990  0.101
H: 4.911 -2.811 2.395  0.040
H: 5.391 0.005 -0.383  0.052
H: -3.782 1.969 -3.570  0.094
H: -0.184 -2.631 -0.888  0.080
H: 2.049 0.432 -1.878  0.057
H: 0.510 -4.245 0.534  0.050
H: -4.926 2.093 0.306  0.088
H: -1.068 3.834 -0.068  0.062
H: 3.809 0.493 -1.832  0.050
H: 0.714 -2.841 -2.396  0.091
H: -4.938 6.080 -1.090  0.098
H: 0.243 3.015 1.809  0.129
H: 0.703 0.430 -4.908  0.102
H: -0.559 -1.640 -5.399  0.099
H: -5.399 3.561 -4.519  0.097
H: -1.327 2.246 1.935  0.124
H: 6.130 -1.610 -0.407  0.085
H: 5.306 -4.002 1.153  0.085
H: 1.828 -4.720 1.609  0.071
H: -5.987 5.623 -3.285  0.096

***

Density functional theory data (the ωB97M-V functional and the def2-TZVPD basis) for a structure of composition C29H44BrCl5Li2MgN3NaO12S3 at a distorted geometry.

Values from the calculation:
LUMO energy = -7.2 eV
Charge = +2
Kohn-Sham gap = 0.0299 hartree
E_HOMO = -8.0 eV

Last column: Löwdin charge in e.
Element x y z (Å)
Br: -3.097 -0.181 0.267  0.828
Cl: -5.126 4.406 3.043  0.569
Cl: -2.599 9.316 5.213  0.540
Cl: -2.787 6.431 5.507  0.530
Cl: -7.363 2.749 5.009  0.566
Cl: -4.343 7.792 3.459  0.511
S: 4.265 -0.290 -5.350  0.773
S: -0.160 -0.239 2.864  0.924
S: -2.263 1.114 4.378  0.781
Mg: 0.769 5.724 0.485  0.649
Na: -1.572 0.119 -6.891  0.779
O: 4.274 0.910 -4.450  -0.396
O: 3.755 -1.511 -1.394  0.141
O: -3.775 -1.922 -2.252  -0.282
O: 5.497 -0.414 -6.181  -0.364
O: 8.360 0.775 -9.065  0.164
O: 1.436 -1.955 -5.403  0.099
O: 0.380 -1.061 7.985  -0.204
O: 5.681 -6.884 0.426  0.305
O: 4.590 -2.855 2.157  -0.339
O: -3.441 -2.171 2.090  0.064
O: 7.941 2.028 -7.297  0.152
O: 6.337 1.401 -8.443  0.141
N: 2.798 -1.560 -3.516  -0.017
N: -1.918 -0.132 -4.490  0.142
N: -0.859 2.516 2.539  -0.201
C: -1.536 4.998 2.200  -0.128
C: 0.682 -2.184 -0.433  -0.046
C: 2.789 -1.677 -2.088  -0.314
C: -3.661 7.912 5.086  -1.522
C: 4.055 -1.760 -4.218  -0.167
C: 1.586 -1.895 -4.202  -0.318
C: 1.914 -0.401 0.922  -0.221
C: -1.110 1.269 3.204  -1.018
C: 1.331 -2.017 -1.737  0.024
C: -2.998 -3.058 -1.804  -0.184
C: -0.797 -2.498 -3.007  -0.081
C: -0.674 -1.123 7.187  -0.409
C: -1.475 -2.792 0.938  -0.100
C: -0.748 2.370 1.072  -0.254
C: 0.569 3.061 0.460  -0.211
C: -1.470 -2.702 -1.713  -0.028
C: 7.591 1.369 -8.313  -0.962
C: 5.578 -3.108 1.316  -0.500
C: 1.585 -1.950 0.825  -0.122
C: -2.702 -1.853 1.219  -0.750
C: 0.622 -2.161 -3.034  0.012
C: -0.745 -2.554 -0.416  -0.062
C: -5.119 -2.135 -1.723  -0.092
C: -1.548 -2.610 -4.377  -0.066
C: -5.407 2.645 3.102  -0.664
C: -1.457 -1.196 -5.069  -0.225
C: -6.858 2.308 3.361  -0.660
C: 1.504 0.265 2.283  -0.444
C: -1.786 3.603 2.960  -0.262
Li: 6.347 0.003 -4.092  0.831
Li: 2.175 2.794 2.475  0.663
H: -0.603 -1.813 6.310  0.056
H: -5.197 -1.896 -0.633  0.068
H: -0.792 -2.768 1.823  0.099
H: 5.763 -4.207 1.057  0.004
H: 0.991 3.792 1.242  -0.115
H: 4.951 -1.783 -3.542  0.124
H: -0.994 -0.181 6.695  0.003
H: -0.973 -3.326 -5.017  0.130
H: 6.598 -2.790 1.618  0.057
H: -2.611 -2.934 -4.294  0.120
H: 5.434 -6.282 -0.315  0.173
H: -7.010 1.233 3.259  0.074
H: -0.446 5.239 2.076  -0.099
H: 1.392 2.324 0.249  0.062
H: 5.509 -2.659 0.293  0.017
H: -0.705 1.308 0.717  0.050
H: 2.558 -2.484 0.607  0.110
H: -1.616 2.830 0.516  0.121
H: -3.372 -3.420 -0.807  0.123
H: 2.247 -0.105 3.051  0.115
H: 0.306 3.703 -0.427  0.002
H: -5.100 2.242 2.135  0.061
H: -1.892 -3.840 0.895  0.150
H: -2.113 5.758 2.781  0.037
H: -7.518 2.814 2.657  0.070
H: 1.192 -2.406 1.764  0.109
H: -1.609 3.847 4.044  0.109
H: -2.873 3.370 2.761  0.049
H: 1.410 0.123 0.056  0.101
H: -5.834 -1.538 -2.336  0.106
H: 3.176 -0.151 -6.182  0.115
H: -4.756 2.225 3.868  0.015
H: 5.090 -6.751 1.204  0.196
H: -2.076 4.892 1.211  0.083
H: -3.154 -3.869 -2.573  0.139
H: -1.008 -1.076 -6.115  0.056
H: -4.478 8.036 5.790  0.021
H: 5.700 -7.825 0.140  0.193
H: -2.309 -0.387 -3.567  0.077
H: -5.345 -3.234 -1.850  0.106
H: 4.035 -2.665 -4.877  0.145
H: 3.019 -0.296 0.720  0.121
H: 1.627 1.391 2.281  -0.007
H: -1.631 -1.467 7.641  0.080

***

Density functional theory data (the ωB97M-V functional and the def2-TZVPD basis) for a structure of composition C4H7CeO at a distorted geometry.

Values from the calculation:
Spin multiplicity = 2
LUMO energy (spin up / spin down) = -11.6 / -11.0 eV
Charge = +2
Kohn-Sham gap (spin up / spin down) = 0.1798 / 0.2066 hartree
Energy relative to the best compared isomer or geometry (same formula, charge and spin) = 251.8 kJ/mol
E_HOMO (spin up / spin down) = -16.5 / -16.6 eV

Last column: Mulliken spin population.
Element x y z (Å)
Ce: 3.001 1.394 0.314  1.210
O: 0.519 1.115 -0.046  -0.132
C: -0.105 -0.033 -0.381  -0.027
C: -1.384 -0.313 0.324  0.002
C: -2.657 0.305 -0.217  -0.004
C: -2.431 -1.166 -0.358  0.000
H: -1.319 -0.410 1.411  -0.001
H: -0.275 -0.129 -1.474  -0.013
H: -2.192 -1.555 -1.350  0.000
H: -2.565 0.925 -1.111  -0.001
H: 1.048 -0.779 -0.176  -0.033
H: -3.008 -1.840 0.275  0.000
H: -3.382 0.657 0.517  0.000

***

Density functional theory data (the ωB97M-V functional and the def2-TZVPD basis) for a structure of composition C20H42NPSi2W at a distorted geometry.

Values from the calculation:
Spin multiplicity = 3
LUMO energy (spin up / spin down) = -7.7 / -8.5 eV
Charge = +2
Kohn-Sham gap (spin up / spin down) = 0.1798 / 0.1504 hartree
E_HOMO (spin up / spin down) = -12.6 / -12.6 eV

Last column: Mulliken spin population.
Element x y z (Å)
W: -0.837 0.580 0.524  2.050
P: 0.588 2.242 -0.391  -0.209
Si: -2.733 -0.558 1.836  -0.015
Si: -0.025 -1.415 3.204  0.011
N: 1.284 -2.961 -2.304  0.002
C: -0.604 -3.011 4.002  0.002
C: 1.811 2.000 -1.722  0.027
C: 1.812 -1.556 2.869  0.008
C: -4.014 -0.930 0.513  0.003
C: -3.528 -1.120 3.453  0.015
C: -2.574 1.126 -2.806  0.007
C: -1.518 1.081 -1.891  0.066
C: 1.119 3.795 0.399  0.021
C: -3.005 -0.056 -3.399  0.034
C: -0.211 -0.014 4.443  0.019
C: -0.941 -1.138 1.588  -0.096
C: -1.485 -1.382 -1.979  -0.043
C: -1.208 -2.773 -1.479  0.010
C: -0.944 2.415 -1.447  0.003
C: 0.055 -3.581 -1.912  0.004
C: -2.422 1.359 1.899  0.177
C: 2.325 -2.757 -1.336  0.006
C: 1.375 -2.283 -3.562  -0.001
C: -1.033 -0.172 -1.402  -0.008
C: -2.406 -1.266 -3.044  -0.026
H: 2.714 1.502 -1.336  0.005
H: -3.949 -0.303 -0.387  0.000
H: 0.634 0.738 1.510  -0.047
H: 2.007 3.592 1.018  0.000
H: -3.485 1.666 1.843  0.010
H: 2.238 -1.595 -3.552  0.001
H: 1.377 1.368 -2.512  -0.007
H: -2.695 -2.172 -3.580  0.000
H: -3.489 -2.213 3.587  0.001
H: 2.038 -2.337 2.129  -0.001
H: -3.120 -0.645 4.352  0.000
H: -0.247 -4.231 -2.758  0.000
H: -3.770 -0.032 -4.179  -0.001
H: -3.019 2.096 -3.051  0.001
H: 2.245 -0.607 2.527  0.000
H: 0.411 -0.298 5.306  0.001
H: -1.929 1.743 2.807  0.019
H: -3.940 -1.979 0.193  0.001
H: 1.387 4.555 -0.352  0.002
H: 2.286 -1.742 -0.900  0.001
H: -1.228 -2.829 -0.381  0.000
H: 0.176 0.941 4.067  -0.005
H: 0.874 0.311 0.961  -0.087
H: -5.000 -0.766 0.976  0.000
H: -1.986 1.937 0.964  -0.061
H: 0.445 -1.728 -3.749  0.002
H: -4.588 -0.831 3.364  0.001
H: 2.297 -1.830 3.818  0.000
H: 2.087 2.976 -2.162  0.001
H: -0.618 -3.843 3.285  0.000
H: -1.598 -2.937 4.460  0.000
H: -1.233 0.145 4.805  0.002
H: 0.319 -4.216 -1.046  0.000
H: 0.116 -3.260 4.793  0.001
H: 1.508 -3.004 -4.394  0.000
H: -0.769 -1.951 0.885  0.095
H: 0.337 4.198 1.060  0.000
H: -0.514 2.964 -2.308  -0.004
H: -2.051 -3.398 -1.822  0.001
H: -1.702 3.079 -0.997  0.000
H: 3.316 -2.864 -1.807  0.000
H: 2.226 -3.495 -0.527  0.002

***

Density functional theory data (the ωB97M-V functional and the def2-TZVPD basis) for a cluster of 2 separate species, C5H15N2 in total.

Values from the calculation:
LUMO energy = -3.0 eV
Charge = +1
Kohn-Sham gap = 0.3549 hartree
Energy relative to the best compared isomer or geometry (same formula, charge and spin) = 54.7 kJ/mol
E_HOMO = -12.6 eV

Last column: natural (NBO) charge in e.
Element x y z (Å)
N: 1.230 -1.099 -0.082  -0.866
N: -1.539 -0.328 0.264  -0.534
C: -2.473 -1.346 -0.292  -0.419
C: 2.059 0.916 -1.113  -0.458
C: 1.819 0.211 -0.015  0.160
C: -1.673 1.010 -0.383  -0.417
C: 2.099 0.697 1.378  -0.657
H: -2.687 1.370 -0.228  0.228
H: -2.194 -1.535 -1.324  0.230
H: -1.718 -0.247 1.267  0.422
H: -1.461 0.892 -1.438  0.231
H: -0.962 1.696 0.065  0.240
H: 1.629 -1.693 0.634  0.391
H: -3.488 -0.963 -0.248  0.231
H: 2.636 1.640 1.348  0.247
H: 1.899 0.504 -2.102  0.204
H: -0.535 -0.674 0.145  0.474
H: 2.441 1.919 -1.048  0.224
H: 1.435 -1.533 -0.974  0.396
H: 2.707 -0.026 1.920  0.230
H: -2.392 -2.257 0.292  0.236
H: 1.168 0.845 1.935  0.206

***

Density functional theory data (the ωB97M-V functional and the def2-TZVPD basis) for a structure of composition C29H24BBrCuF2N4O4.

Values from the calculation:
Spin multiplicity = 2
LUMO energy (spin up / spin down) = 4.3 / 4.3 eV
Charge = -2
Kohn-Sham gap (spin up / spin down) = 0.2338 / 0.2528 hartree
Energy relative to the best compared isomer or geometry (same formula, charge and spin) = 14.3 kJ/mol
E_HOMO (spin up / spin down) = -2.1 / -2.6 eV

Last column: Mulliken spin population.
Element x y z (Å)
Br: 2.061 -3.485 2.706  0.000
Cu: -0.437 -0.044 -0.489  0.558
F: -1.946 -2.623 -1.092  0.000
F: 0.223 -3.055 -0.774  -0.016
O: -0.381 1.171 -4.557  0.003
O: 0.862 1.440 0.171  0.003
O: -3.638 1.832 1.613  0.003
O: 2.459 2.719 1.084  0.000
N: -1.774 1.248 -1.318  0.030
N: 0.228 0.069 -2.601  0.043
N: -1.780 0.495 1.204  0.028
N: 3.235 0.174 4.150  0.000
C: -0.843 1.197 4.725  -0.003
C: -1.514 0.324 2.574  0.016
C: -2.066 -2.124 2.317  0.007
C: 1.727 -2.531 -4.782  -0.003
C: 2.998 -1.128 3.977  0.000
C: -0.923 2.793 2.803  -0.001
C: 1.795 1.674 0.998  0.000
C: -0.687 -1.965 -4.399  -0.001
C: 3.083 -2.355 -4.553  0.007
C: 1.197 -0.721 -3.259  -0.005
C: 2.572 -0.553 -3.011  -0.002
C: -2.787 1.698 -0.591  0.002
C: -1.634 -0.953 3.157  -0.010
C: 2.164 0.606 2.033  -0.004
C: 3.060 0.495 -2.052  -0.003
C: 0.780 -1.733 -4.148  0.012
C: -3.671 2.810 -2.500  0.001
C: 1.924 -0.751 1.862  0.019
C: 2.354 -1.612 2.855  0.003
C: -0.968 -0.057 5.301  0.006
C: -3.769 2.498 -1.150  0.001
C: -1.360 -1.125 4.508  -0.005
C: -1.103 1.409 3.374  0.007
C: 3.490 -1.370 -3.667  -0.006
C: -1.669 1.526 -2.609  0.001
C: -2.609 2.319 -3.249  0.002
C: 2.823 1.007 3.191  0.000
C: -2.771 1.323 0.877  0.008
C: -0.509 0.892 -3.349  0.015
B: -0.736 -2.090 -0.759  0.242
H: 0.002 3.240 3.176  0.000
H: -4.426 3.429 -2.971  0.000
H: 1.404 -1.113 0.982  0.040
H: 3.331 -1.804 4.758  0.000
H: -4.568 2.851 -0.513  0.000
H: -0.525 2.040 5.332  0.000
H: 4.122 0.699 -2.204  0.000
H: 4.549 -1.218 -3.479  0.000
H: -1.466 -2.115 4.944  0.000
H: -2.479 2.523 -4.303  0.001
H: -0.750 -0.203 6.354  0.000
H: 2.494 1.420 -2.136  0.000
H: 2.929 0.153 -1.026  0.003
H: -2.868 -1.841 1.636  -0.002
H: -1.763 3.434 3.084  0.000
H: -0.836 -2.872 -4.989  0.000
H: 3.029 2.061 3.334  0.000
H: 1.387 -3.301 -5.468  0.000
H: 3.813 -2.981 -5.055  0.001
H: -1.116 -1.117 -4.936  0.002
H: -1.229 -2.067 -3.456  0.001
H: -1.238 -2.476 1.697  0.001
H: -0.862 2.769 1.718  0.000
H: -2.391 -2.956 2.947  0.000

***

Total energy (computed, eV): -186836.4467 -235223.5009 -19214.2109 -49761.3468 -8402.1093 -165413.8866